Entry 1:
Here is C2H5NOS as an isolated structure at a distorted geometry from the OMol25 dataset. Energies are from wB97M-V/def2-TZVPD.

Its net charge is 0. The value obtained for the calculated total energy is -607.27482 Eh. The LUMO energy is 0.4 eV. The frontier orbital gap comes out at 8.57 eV.

Cartesian coordinates (Å):
C  1.9909  -0.4247  0.0481
C  -0.5154  -1.1417  -0.0782
H  2.8387  0.3234  -0.3159
H  2.0239  -0.3046  1.3244
H  2.0780  -1.5883  0.0694
H  -1.5252  0.2877  0.0207
H  -0.0362  -2.1631  0.1949
N  0.5372  -0.2406  -0.3398
O  -1.7123  -0.8404  0.0942
S  -0.2684  1.3282  0.0320


Entry 2:
Here is a 2-piece molecular cluster, ClH3N2S2 overall at a distorted geometry from the OMol25 dataset. Energies are from wB97M-V/def2-TZVPD.

Its net charge is 0. The value obtained for the calculated total energy is -1367.65049 Eh. The LUMO energy is -0.5 eV. The frontier orbital gap comes out at 8.51 eV.

Cartesian coordinates (Å):
N  -1.0157  0.6601  0.5222
N  0.0414  0.4964  -0.3585
S  0.1241  -0.6630  -1.5816
S  1.5226  1.1743  0.2023
Cl  -2.3842  0.4838  -0.4406
H  -1.1270  -0.8665  1.2828
H  1.0265  -1.3886  -0.7832
H  1.8124  0.1035  1.1565


Entry 3:
Here is C23H45Cl3HgN2O6PSi as an isolated structure at a distorted geometry from the OMol25 dataset. Energies are from wB97M-V/def2-TZVPD.

Its net charge is -1. The value obtained for the calculated total energy is -3629.32575 Eh. The LUMO energy is 2.4 eV. The frontier orbital gap comes out at 5.42 eV.

Cartesian coordinates (Å):
C  1.9084  -1.1595  -4.4929
C  1.3665  0.1804  -4.0855
H  2.1863  -1.1809  -5.5494
H  1.1411  -1.9197  -4.3118
H  2.7885  -1.4331  -3.8936
C  1.0046  1.1432  -4.9571
C  0.6814  0.8491  -6.3813
H  0.8517  2.1725  -4.6177
H  0.0560  -0.0573  -6.4764
H  1.5691  0.7110  -7.0179
H  0.1043  1.6873  -6.7816
Hg  0.0663  -1.2536  2.0112
Cl  2.2947  -0.5206  1.2279
Cl  -2.1852  -2.2806  2.0017
C  0.4448  2.1456  1.8573
O  -0.5150  1.3646  1.7157
N  0.3240  3.4710  2.0012
C  -0.9902  4.0993  2.0208
C  1.4989  4.3286  2.1206
H  1.4988  1.7990  1.8773
H  -1.7614  3.3217  2.0107
H  -1.1184  4.7603  1.1542
H  -1.0941  4.7195  2.9189
H  2.3875  3.6845  2.1588
H  1.4362  4.9299  3.0383
H  1.5791  5.0056  1.2596
H  -2.5664  -1.4901  -2.2564
H  -1.9889  0.6110  -3.3144
C  -3.1682  -1.0509  -1.4500
C  -2.8689  0.9891  -2.7794
N  -2.9402  0.3795  -1.4605
H  -2.8937  -1.4788  -0.4719
C  -3.2124  1.1184  -0.3293
O  -3.5223  0.6797  0.7732
H  -2.7922  2.0734  -2.6901
H  -3.1282  2.2166  -0.5129
H  -4.2397  -1.2626  -1.6653
H  -3.7510  0.7231  -3.3692
O  -0.0011  -0.4667  -2.7125
C  1.0959  0.2921  -2.5939
C  -0.2523  2.2225  -1.5155
C  0.9634  1.6882  -1.9588
H  -1.0767  1.5536  -1.2907
C  -0.4029  3.6073  -1.4012
H  1.9529  -0.1969  -2.0907
C  2.1068  2.4753  -1.8504
H  -1.4016  4.0589  -1.2679
C  0.7321  4.4373  -1.4516
C  1.9961  3.8490  -1.5913
H  3.0695  1.9785  -1.9989
H  0.6296  5.5285  -1.3507
H  2.8969  4.4548  -1.5212
Si  0.6376  -4.2603  -0.1941
Cl  0.2120  -2.2660  -0.7670
C  -1.0537  -5.0676  -0.0901
C  1.5446  -4.3216  1.4587
C  1.6523  -5.0746  -1.5514
H  -1.7826  -4.5601  -0.7471
H  -1.4363  -5.0033  0.9361
H  -0.9752  -6.1262  -0.3930
H  1.0079  -5.2623  -2.4229
H  2.0417  -6.0423  -1.1980
H  2.4998  -4.4604  -1.8818
H  1.5626  -3.3568  1.9971
H  2.5877  -4.6425  1.3172
H  1.0420  -5.0577  2.1038
C  -2.1555  0.7977  4.3307
O  -0.8030  0.5388  4.8248
P  -0.0834  -0.8456  4.4701
O  1.3049  -0.8627  5.2270
C  2.4880  -0.0964  4.8304
O  -0.9786  -1.9660  5.1518
C  -0.7773  -3.3769  4.8203
H  -2.3827  0.2594  3.3980
H  -2.1640  1.8752  4.1110
H  -2.8839  0.5244  5.1079
H  2.2105  0.9210  4.5082
H  3.1225  -0.0472  5.7235
H  3.0090  -0.6168  4.0040
H  0.2314  -3.5567  4.3976
H  -0.9102  -3.9345  5.7572
H  -1.5280  -3.6706  4.0828


Entry 4:
Here is one molecule with the formula C6H11F2NO2S at a distorted geometry from the OMol25 dataset. Energies are from wB97M-V/def2-TZVPD.

Its net charge is 0. The value obtained for the calculated total energy is -1038.27827 Eh. The LUMO energy is 0.8 eV. The frontier orbital gap comes out at 10.25 eV.

Cartesian coordinates (Å):
C  0.2598  0.2644  -0.6963
C  -0.0755  0.8063  -2.0776
C  1.6607  -1.8488  -1.3662
C  -2.1113  -0.0933  2.9509
C  0.4217  -1.2257  -0.6299
C  0.4631  1.9608  -2.5413
N  -0.7666  0.3558  2.7375
O  0.8410  1.7416  1.4446
O  -0.8416  0.4946  0.1669
F  0.2865  2.4546  -3.7792
F  1.2952  2.6885  -1.8625
S  -0.5528  1.4692  1.4857
H  1.0695  0.8678  -0.1719
H  -0.7090  0.3143  -2.7032
H  1.9913  -1.6406  -2.3793
H  2.5913  -1.6942  -0.8082
H  1.6024  -2.9045  -1.3747
H  -2.7506  0.7876  3.1288
H  -2.4217  -0.7828  2.0723
H  -2.0679  -0.7583  3.8056
H  -0.4792  -1.5180  -1.0880
H  0.3608  -1.5477  0.3851
H  -0.0672  -0.1917  3.3009


Entry 5:
Here is one molecule with the formula C3H6FNO2 at a distorted geometry from the OMol25 dataset. Energies are from wB97M-V/def2-TZVPD.

Its net charge is 0. The value obtained for the calculated total energy is -422.86913 Eh. The LUMO energy is 0.7 eV. The frontier orbital gap comes out at 9.61 eV.

Cartesian coordinates (Å):
C  0.4505  -0.1901  -0.0411
C  -2.2115  0.0008  -0.9530
C  2.3827  0.4273  0.9225
N  -1.3192  0.0987  0.1889
O  0.7580  -0.8754  -0.9533
O  0.9901  0.3941  0.9017
F  -1.5864  -1.0232  0.9799
H  -2.4737  1.0413  -1.3432
H  -1.9421  -0.6268  -1.7148
H  -3.1439  -0.4049  -0.6205
H  2.6946  -0.5445  0.3428
H  2.6319  0.4531  2.0009
H  2.7692  1.2495  0.2893